No. 1
A 2-piece molecular cluster, C5H8O overall, computed with ωB97M-V/def2-TZVPD.

Output
SMILES string: C1=CCC1.C=O
Frontier orbital gap in eV: 10.313
HOMO level in Eh: -0.34926
Energy relative to the best compared isomer or geometry (same formula, charge and spin) in kcal per mole: 69.9
Net charge: 0

CARTESIAN COORDINATES (ANGSTROEM)
O (2.150, 1.490, 1.378)
C (2.305, 0.329, 1.119)
C (-0.620, -0.076, -1.385)
C (-0.869, -0.157, 0.705)
C (-1.789, 0.315, -0.410)
C (0.029, -0.667, -0.143)
H (0.885, -1.338, -0.012)
H (1.950, -0.487, 1.783)
H (-0.187, 0.807, -1.892)
H (-2.176, 1.343, -0.422)
H (-0.800, -0.855, -2.131)
H (2.705, -0.038, 0.149)
H (-2.609, -0.401, -0.524)
H (-0.974, -0.263, 1.785)



No. 2
C8F24Li2N4O16S8 as an isolated structure, computed with ωB97M-V/def2-TZVPD.

Output
Frontier orbital gap in eV: 8.273
HOMO level in Eh: -0.20492
Energy relative to the best compared isomer or geometry (same formula, charge and spin) in kcal per mole: 113.7
Net charge: -2

CARTESIAN COORDINATES (ANGSTROEM)
S (-12.400, 18.289, -17.568)
S (-9.372, 17.939, -8.004)
S (-9.023, 20.277, -8.926)
S (-10.907, 18.292, -19.602)
S (-14.135, 19.496, -8.705)
S (-8.597, 22.735, -5.083)
S (-13.727, 20.906, -10.851)
S (-10.842, 21.319, -5.150)
F (-13.037, 18.928, -21.186)
F (-10.919, 19.958, -2.890)
F (-9.820, 23.202, -2.662)
F (-12.988, 16.866, -20.848)
F (-12.698, 22.135, -13.067)
F (-13.762, 16.844, -9.129)
F (-11.160, 21.690, -11.704)
F (-15.794, 17.385, -8.564)
F (-12.019, 20.203, -12.868)
F (-11.761, 16.818, -7.598)
F (-15.064, 17.728, -10.560)
F (-7.868, 22.277, -2.548)
F (-14.123, 20.348, -17.189)
F (-7.005, 20.961, -10.232)
F (-10.097, 15.563, -7.137)
F (-8.566, 20.865, -11.466)
F (-10.851, 18.684, -4.529)
F (-14.448, 18.837, -15.806)
F (-11.502, 17.697, -22.226)
F (-7.938, 24.418, -3.065)
F (-12.690, 19.639, -4.241)
F (-7.723, 18.909, -10.845)
F (-10.445, 16.030, -9.362)
F (-12.635, 20.244, -15.759)
O (-14.945, 20.395, -11.430)
O (-9.414, 18.368, -6.625)
O (-13.451, 17.388, -18.063)
O (-13.273, 19.302, -7.522)
O (-10.586, 17.004, -18.988)
O (-9.853, 19.147, -20.083)
O (-8.058, 17.527, -8.414)
O (-11.458, 22.432, -4.466)
O (-15.318, 20.382, -8.467)
O (-11.368, 21.041, -6.492)
O (-13.863, 22.215, -10.149)
O (-8.138, 20.276, -7.736)
O (-7.138, 22.734, -5.366)
O (-9.383, 23.635, -5.852)
O (-11.421, 17.676, -16.709)
O (-9.939, 21.430, -8.942)
N (-9.121, 21.250, -4.943)
N (-10.151, 18.874, -8.986)
N (-11.732, 19.327, -18.600)
N (-12.892, 19.944, -9.953)
C (-12.334, 21.261, -12.184)
C (-8.034, 20.164, -10.524)
C (-11.324, 19.836, -4.139)
C (-8.608, 23.252, -3.180)
C (-10.540, 16.434, -8.083)
C (-12.163, 17.906, -21.056)
C (-13.453, 19.420, -16.490)
C (-14.709, 17.710, -9.257)
Li (-11.701, 20.373, -8.447)
Li (-11.339, 18.528, -10.472)



No. 3
C29H38MoN4OP2 as an isolated structure, computed with ωB97M-V/def2-TZVPD.

Output
Frontier orbital gap (alpha / beta) in eV: 6.642 / 2.933
Multiplicity: 3
HOMO level (alpha / beta) in Eh: -0.46103 / -0.46105
Net charge: +2

CARTESIAN COORDINATES (ANGSTROEM)
Mo (0.009, -0.506, 2.374)
P (1.452, -1.145, -0.739)
P (-2.411, 0.330, -0.845)
O (-1.908, -2.299, 3.153)
N (-3.784, -0.521, -1.468)
N (2.913, -0.043, -1.185)
N (-2.429, 1.562, -2.266)
N (2.112, -2.354, -1.834)
C (-1.141, -0.782, -1.597)
C (0.270, 2.513, 4.383)
C (2.514, -3.623, -1.400)
C (-0.645, 1.378, 4.144)
C (-1.052, -1.840, 3.920)
C (0.289, -0.219, -1.806)
C (0.027, 1.427, 0.895)
C (-2.351, 3.694, -3.086)
C (1.357, 0.971, 1.530)
C (1.544, -1.751, 3.326)
C (-1.766, 2.802, -4.047)
C (-2.741, 2.912, -1.999)
C (-0.852, -2.221, 5.401)
C (1.912, 1.538, 2.667)
C (-1.014, 2.094, 1.754)
C (3.103, 0.750, -2.318)
C (-1.362, 1.210, 2.933)
C (2.300, -2.269, -3.219)
C (-3.797, -1.924, -1.593)
C (-1.869, 1.509, -3.545)
C (-4.795, -2.292, -2.476)
C (4.414, 1.235, -2.301)
C (-4.831, -0.022, -2.267)
C (2.904, -4.345, -2.514)
C (1.385, 2.762, 3.282)
C (5.025, 0.748, -1.107)
C (2.797, -3.487, -3.653)
C (4.085, -0.028, -0.443)
C (-5.454, -1.083, -2.914)
H (-1.908, 2.337, 1.157)
H (2.430, -3.862, -0.346)
H (-1.149, -1.647, -0.894)
H (2.019, 0.441, 0.806)
H (6.009, 0.964, -0.733)
H (2.876, 1.128, 2.969)
H (2.294, 0.921, -3.020)
H (0.717, 2.449, 5.393)
H (2.191, 3.327, 3.771)
H (-0.482, 0.513, 0.490)
H (-1.260, 3.099, -4.948)
H (-0.007, -1.713, 5.895)
H (2.009, -1.371, -3.765)
H (-1.066, 0.894, 5.039)
H (-2.376, 0.757, 2.995)
H (-2.436, 4.771, -3.164)
H (4.101, -0.523, 0.523)
H (-1.518, -1.152, -2.573)
H (2.174, -1.298, 4.132)
H (-0.675, -3.325, 5.464)
H (-1.553, 0.577, -4.009)
H (4.855, 1.878, -3.046)
H (3.197, -5.381, -2.506)
H (-3.064, -2.514, -1.065)
H (2.177, -2.016, 2.435)
H (-0.639, 3.071, 2.049)
H (-1.738, -2.022, 6.026)
H (-0.299, 3.451, 4.421)
H (-5.010, -3.307, -2.789)
H (0.346, 0.856, -1.580)
H (3.036, -3.743, -4.679)
H (1.120, -2.681, 3.776)
H (1.034, 3.478, 2.515)
H (-6.260, -1.025, -3.642)
H (-5.032, 1.038, -2.323)
H (0.559, -0.286, -2.869)
H (0.274, 2.033, 0.003)
H (-3.156, 3.202, -1.044)



No. 4
A 11-piece molecular cluster, C36H96O38P8 overall, computed with ωB97M-V/def2-TZVPD.

Output
SMILES string: COP(=O)(OC)OC.COP(=O)(OC)OC.COP(=O)(OC)OC.COP(=O)(OC)OC.COP(=O)(OC)OC.COP(=O)(OC)OC.COP(=O)(OC)OC.COP(=O)(OC)OC.CCOC(C)=O.CCOC(C)=O.CCOC(C)=O
Frontier orbital gap in eV: 10.360
HOMO level in Eh: -0.36689
Energy relative to the best compared isomer or geometry (same formula, charge and spin) in kcal per mole: 2.5
Net charge: 0

CARTESIAN COORDINATES (ANGSTROEM)
P (4.832, -13.535, 3.220)
P (2.659, -15.337, 12.306)
P (3.317, -10.003, 7.821)
P (6.747, -9.436, 13.934)
P (12.264, -11.744, 2.614)
P (8.138, -12.566, 7.782)
P (10.524, -9.353, 9.907)
P (10.282, -14.870, -0.248)
O (6.232, -13.960, 2.648)
O (13.627, -11.060, 3.038)
O (10.477, -14.274, 1.173)
O (2.088, -14.408, 11.169)
O (7.660, -13.620, 6.697)
O (7.414, -9.985, 12.632)
O (8.443, -16.792, 3.783)
O (11.241, -10.894, 2.028)
O (6.378, -10.422, 14.941)
O (10.923, -15.852, 11.476)
O (6.913, -10.056, 1.341)
O (3.825, -13.929, 2.070)
O (9.326, -12.989, 8.512)
O (11.718, -12.350, 3.967)
O (4.618, -9.662, 8.639)
O (2.000, -14.695, 13.597)
O (6.804, -12.418, 8.618)
O (5.545, -8.593, 0.337)
O (9.188, -15.836, -0.386)
O (6.959, -18.201, 4.715)
O (11.249, -8.769, 8.646)
O (8.266, -11.219, 7.007)
O (3.483, -11.543, 7.524)
O (8.806, -16.070, 12.170)
O (11.716, -15.497, -0.542)
O (11.177, -10.770, 10.047)
O (10.083, -13.550, -1.081)
O (7.791, -8.376, 14.463)
O (4.666, -12.157, 3.650)
O (4.505, -14.656, 4.263)
O (10.549, -8.488, 11.069)
O (3.533, -9.355, 6.407)
O (2.075, -9.653, 8.520)
O (4.110, -15.473, 12.377)
O (1.945, -16.693, 12.070)
O (5.520, -8.610, 13.371)
O (12.739, -12.990, 1.791)
O (9.083, -9.771, 9.382)
C (6.403, -13.573, 9.409)
C (9.212, -16.112, 9.857)
C (7.775, -17.940, 1.665)
C (7.302, -11.369, 12.246)
C (3.318, -12.925, 1.186)
C (12.544, -13.042, 4.928)
C (0.542, -16.890, 12.096)
C (13.465, -12.797, 0.589)
C (9.998, -13.625, -2.498)
C (1.935, -15.425, 14.806)
C (2.724, -13.136, 11.036)
C (10.717, -15.140, 2.319)
C (9.111, -14.413, 13.843)
C (8.085, -8.737, 9.299)
C (7.261, -10.816, 6.052)
C (12.042, -16.192, -1.726)
C (8.976, -17.671, 5.884)
C (5.633, -7.849, -1.914)
C (8.409, -7.421, 13.571)
C (5.053, -9.137, 2.579)
C (6.322, -8.678, -0.853)
C (8.489, -13.878, 5.577)
C (4.875, -7.596, 14.143)
C (11.505, -9.597, 7.505)
C (9.756, -16.016, 11.239)
C (5.968, -9.314, 1.390)
C (4.588, -10.173, 10.009)
C (7.992, -17.587, 4.754)
C (10.669, -11.598, 11.104)
C (2.486, -12.203, 6.726)
C (13.832, -9.650, 3.028)
C (6.931, -13.060, 1.793)
C (9.213, -15.874, 13.543)
C (7.663, -16.726, 2.560)
C (4.824, -14.543, 5.656)
C (3.441, -7.934, 6.263)
H (7.631, -12.459, 2.365)
H (7.331, -8.918, 10.069)
H (10.221, -14.644, 3.128)
H (7.608, -11.492, 11.213)
H (12.205, -10.410, 7.713)
H (8.483, -7.739, 9.483)
H (8.521, -16.457, 14.143)
H (4.715, -8.392, -2.162)
H (10.921, -13.267, -2.963)
H (10.069, -11.010, 11.802)
H (8.499, -7.811, 12.557)
H (6.540, -9.703, -1.148)
H (10.026, -12.369, 10.670)
H (8.513, -18.135, 6.750)
H (13.315, -11.788, 0.202)
H (5.106, -7.648, 15.208)
H (10.293, -16.123, 2.122)
H (8.776, -18.028, 1.245)
H (3.882, -11.992, 1.245)
H (7.605, -8.794, 8.326)
H (7.917, -11.895, 12.970)
H (7.804, -6.513, 13.499)
H (13.077, -13.498, -0.144)
H (1.566, -11.632, 6.656)
H (5.481, -15.356, 5.954)
H (4.116, -9.660, 2.397)
H (6.721, -9.948, 6.421)
H (7.096, -13.686, 10.241)
H (9.295, -13.141, 5.480)
H (2.877, -7.711, 5.362)
H (3.905, -14.603, 6.239)
H (11.861, -8.976, 6.691)
H (7.921, -13.855, 4.663)
H (0.912, -15.438, 15.172)
H (5.242, -13.583, 5.966)
H (8.071, -14.152, 13.631)
H (9.207, -12.973, -2.865)
H (3.810, -7.719, 13.982)
H (8.967, -14.836, 5.764)
H (5.390, -6.851, -1.565)
H (4.459, -11.249, 9.894)
H (8.385, -15.442, 9.639)
H (4.447, -7.527, 6.153)
H (6.221, -12.363, 1.348)
H (9.719, -13.772, 13.200)
H (13.585, -12.742, 4.837)
H (6.330, -14.477, 8.808)
H (10.028, -15.957, 9.157)
H (7.773, -10.610, 5.111)
H (9.395, -14.145, 14.860)
H (10.218, -16.284, 13.636)
H (6.646, -16.431, 2.810)
H (1.954, -12.355, 11.016)
H (3.465, -13.313, 0.179)
H (11.455, -12.132, 11.636)
H (9.407, -16.707, 6.160)
H (0.236, -17.413, 11.198)
H (3.179, -13.050, 10.051)
H (12.141, -17.260, -1.524)
H (11.326, -16.118, -2.549)
H (10.587, -10.111, 7.191)
H (7.094, -17.706, 0.843)
H (13.035, -9.062, 2.578)
H (14.519, -13.010, 0.758)
H (5.469, -9.835, 10.531)
H (7.413, -13.600, 0.982)
H (8.064, -15.865, 2.028)
H (6.550, -11.617, 5.842)
H (6.264, -11.686, 12.362)
H (9.399, -7.213, 13.957)
H (12.408, -14.119, 4.815)
H (7.306, -8.257, -0.608)
H (3.352, -12.834, 11.872)
H (8.883, -17.140, 9.664)
H (14.044, -9.317, 4.046)
H (2.943, -12.321, 5.737)
H (4.952, -8.085, 2.825)
H (0.267, -17.447, 12.997)
H (2.401, -16.406, 14.712)
H (12.181, -12.778, 5.921)
H (2.276, -12.701, 1.397)
H (0.001, -15.946, 12.220)
H (2.369, -13.226, 7.076)
H (9.789, -14.637, -2.845)
H (5.488, -9.695, 3.407)
H (7.499, -18.873, 2.149)
H (9.817, -18.303, 5.586)
H (3.680, -9.785, 10.475)
H (5.417, -13.344, 9.809)
H (2.517, -14.910, 15.578)
H (12.984, -15.845, -2.156)
H (6.229, -7.811, -2.823)
H (11.797, -15.253, 2.325)
H (2.970, -7.465, 7.127)
H (14.750, -9.416, 2.477)
H (5.232, -6.628, 13.791)



No. 5
A 9-piece molecular cluster, C22H57F2N8O14S2 overall, computed with ωB97M-V/def2-TZVPD.

Output
Frontier orbital gap in eV: 3.771
HOMO level in Eh: -0.60178
Energy relative to the best compared isomer or geometry (same formula, charge and spin) in kcal per mole: 236.2
Net charge: +5

CARTESIAN COORDINATES (ANGSTROEM)
S (0.973, 0.796, -0.912)
S (-0.630, -0.580, 0.197)
F (1.098, 1.982, -2.018)
F (-1.951, -0.011, 0.880)
O (0.492, 4.210, -0.749)
O (2.083, -3.149, -0.563)
O (1.662, 1.434, 0.160)
O (-0.387, 0.744, 3.559)
O (0.752, 1.294, 5.522)
O (4.074, -2.871, -3.138)
O (1.525, -0.351, -1.645)
O (-3.678, -0.493, -3.565)
O (-2.670, -6.339, -0.906)
O (1.287, -0.366, 4.300)
O (-6.607, 0.420, 3.673)
O (4.077, 3.339, 4.021)
O (-1.216, -1.761, -0.474)
O (0.248, -0.713, 1.329)
N (-3.329, -4.289, 0.066)
N (-4.612, -0.746, 4.384)
N (-0.598, 0.857, -0.788)
N (-2.301, 1.188, -2.728)
N (3.068, 5.042, 2.623)
N (-1.435, 3.097, 0.236)
N (4.154, -2.380, 0.393)
N (3.591, -0.936, -4.385)
C (0.622, 0.633, 4.472)
C (-1.097, 3.198, 1.692)
C (3.252, -3.402, -0.321)
C (-1.322, -0.968, -3.678)
C (-5.895, -1.421, 2.298)
C (-2.322, -5.249, -0.457)
C (-2.563, -0.152, -3.330)
C (-0.822, -4.902, -0.407)
C (-5.842, -0.530, 3.482)
C (3.299, -2.358, -3.962)
C (-3.557, 0.345, 4.017)
C (2.033, -2.940, -4.476)
C (4.867, -0.778, -5.294)
C (-1.584, 5.384, -0.933)
C (3.748, 5.431, 5.088)
C (-0.749, 4.239, -0.557)
C (-1.855, 2.266, -3.787)
C (3.352, -1.467, 1.338)
C (3.810, -4.803, -0.452)
C (2.741, 3.926, 1.631)
C (3.730, 4.504, 3.950)
C (-3.917, -3.413, -1.135)
H (2.056, 3.207, 2.080)
H (-1.872, 3.198, -3.222)
H (-1.126, -1.709, -2.904)
H (-0.061, 2.881, 1.811)
H (4.387, 5.145, 5.924)
H (5.695, -1.392, -4.939)
H (2.162, 5.454, 2.793)
H (3.078, -2.062, 2.208)
H (-5.093, -1.319, 1.567)
H (-1.048, 2.259, -0.173)
H (-0.565, -4.184, 0.372)
H (-3.333, 0.388, 2.951)
H (0.018, 0.009, 3.092)
H (4.990, 0.296, -5.435)
H (2.287, -3.295, -5.475)
H (4.042, 6.467, 4.925)
H (4.573, -4.695, -1.224)
H (1.626, -3.711, -3.822)
H (-2.523, 2.279, -4.647)
H (1.271, -2.194, -4.702)
H (2.975, -5.402, -0.815)
H (-2.912, -3.727, 0.794)
H (-0.418, -0.377, -3.826)
H (-3.098, 1.408, -2.147)
H (2.713, 5.430, 5.431)
H (-1.366, 4.183, 2.071)
H (-0.908, 1.875, -4.160)
H (4.534, -1.794, -0.337)
H (3.691, 5.607, 2.062)
H (-4.642, -3.999, -1.700)
H (-2.599, 0.165, 4.505)
H (-3.138, -2.982, -1.763)
H (-4.023, -4.726, 0.656)
H (-4.237, -1.679, 4.284)
H (-1.200, 6.323, -0.535)
H (-4.936, -0.604, 5.330)
H (2.453, 4.445, 0.716)
H (-4.290, -2.529, -0.618)
H (3.606, -0.298, -3.602)
H (-5.960, -2.444, 2.668)
H (4.544, -1.211, -6.241)
H (-1.484, -1.528, -4.599)
H (-2.433, 3.032, 0.093)
H (3.508, 3.176, 1.438)
H (-3.957, 1.348, 4.160)
H (2.527, -1.089, 0.735)
H (4.226, -5.209, 0.469)
H (2.845, -0.461, -4.872)
H (-1.628, 1.022, -1.994)
H (5.011, -2.717, 0.807)
H (-0.327, -5.864, -0.273)
H (-6.844, -1.410, 1.762)
H (-2.598, 5.262, -0.552)
H (4.074, -0.682, 1.565)
H (-1.565, 5.418, -2.023)
H (-0.509, -4.365, -1.303)
H (-1.797, 2.416, 1.986)



Question: net charge of number 2 (C8F24Li2N4O16S8)?
Answer: -2